Entry 1:
# C6H18N3S

A 2-piece molecular cluster, C6H18N3S overall (ωB97M-V with the def2-TZVPD basis set, the Open Molecules 2025 dataset).

Last column: Löwdin charge in e.
Positions of all 28 atoms, in Å:
1 S -0.87232 1.32203 -0.31763  0.7628
2 C -0.45969 3.93025 0.64108  -0.1636
3 C -2.61621 2.54244 -2.15110  -0.1629
4 C -1.30312 2.67231 0.81265  -0.5704
5 C -1.17768 2.08892 -1.93164  -0.5709
6 H 0.61182 3.68577 0.73434  0.0756
7 H -0.72185 4.66571 1.42017  0.0812
8 H -0.63122 4.38861 -0.34741  0.0659
9 H -2.88564 3.35226 -1.45238  0.0659
10 H -2.73855 2.91277 -3.18284  0.0813
11 H -3.30930 1.69858 -1.99570  0.0764
12 H -1.13867 2.23391 1.81575  0.0682
13 H -2.38182 2.90261 0.71872  0.0721
14 H -0.47057 2.92730 -2.08188  0.0716
15 H -0.91248 1.29167 -2.65241  0.0681
16 C 0.96664 -3.47197 0.78069  -0.4445
17 N 1.42996 -4.69205 1.06029  0.2088
18 N 1.81685 -2.46707 0.60268  0.0388
19 N -0.35231 -3.26913 0.68151  0.2018
20 C 3.26734 -2.60062 0.69268  -0.0445
21 H 2.43772 -4.85045 1.13679  0.1259
22 H 0.77823 -5.46845 1.19804  0.1459
23 H 1.42770 -1.54525 0.38978  0.1584
24 H -0.71107 -2.33535 0.46736  0.1325
25 H -1.00178 -4.04733 0.81975  0.1425
26 H 3.71868 -1.61255 0.50133  0.1091
27 H 3.65181 -3.31390 -0.05566  0.1020
28 H 3.57753 -2.94094 1.69497  0.1020

## Properties
- Relative energy (zero: lowest compared OMol25 entry of this formula, charge and spin): 0.0 kcal per mole
- Net charge: +1
- Kohn-Sham gap: 8.1608 eV
- E_LUMO: -2.92 eV

Entry 2:
# C6H18N4

A 2-piece molecular cluster, C6H18N4 overall in a non-equilibrium geometry (ωB97M-V with the def2-TZVPD basis set, the Open Molecules 2025 dataset).

Last column: Löwdin charge in e.
Positions of all 28 atoms, in Å:
1 C 1.02073 1.76841 -0.33591  -0.0913
2 C 1.30534 0.83475 0.85216  -0.3604
3 C 0.19386 0.97421 1.89920  -0.0913
4 C 1.77214 -0.71765 0.55943  -0.4190
5 C 2.16748 -0.93366 -0.90355  -0.0866
6 N 0.90791 -1.80661 0.93529  0.0014
7 H 1.76971 1.65488 -1.11709  0.0673
8 H 0.04131 1.61613 -0.79116  0.0485
9 H 1.05399 2.80531 0.00878  0.0793
10 H 2.20765 1.25468 1.31599  0.1191
11 H 0.42826 0.39016 2.78846  0.0721
12 H -0.77667 0.64500 1.53031  0.0582
13 H 0.09831 2.01940 2.20489  0.0765
14 H 2.67802 -0.82192 1.17581  0.1225
15 H 1.30584 -0.83161 -1.55557  0.0593
16 H 2.54840 -1.94842 -1.00546  0.0748
17 H 2.94221 -0.23680 -1.20929  0.0673
18 H 0.61551 -1.70839 1.90691  0.0599
19 H 0.02914 -1.78344 0.34485  0.0339
20 N -1.06349 -0.83667 -0.64300  0.0989
21 C -2.26370 -0.50053 -0.86999  -0.5972
22 N -3.16143 -1.47214 -1.23092  0.1209
23 N -2.79073 0.75975 -0.68519  0.1353
24 H -0.46507 -0.08269 -0.33650  -0.0045
25 H -4.00546 -1.20485 -1.70864  0.0873
26 H -2.73514 -2.35285 -1.46624  0.0990
27 H -2.15081 1.52429 -0.55605  0.0809
28 H -3.67331 0.99124 -1.10751  0.0879

## Properties
- Relative energy (zero: lowest compared OMol25 entry of this formula, charge and spin): 0.0 kcal per mole
- Kohn-Sham gap: 8.8536 eV
- E_LUMO: 0.67 eV

Entry 3:
# C6H18N4

A 2-piece molecular cluster, C6H18N4 overall in a non-equilibrium geometry (ωB97M-V with the def2-TZVPD basis set, the Open Molecules 2025 dataset).

Last column: Löwdin charge in e.
Positions of all 28 atoms, in Å:
1 C -2.42083 -1.31084 -0.60683  -0.0496
2 C -3.65103 -1.37706 0.19960  -0.0209
3 C 1.57235 -1.63105 -1.02241  0.2884
4 C -0.10800 2.24413 0.01579  0.0832
5 C 1.05390 -0.16176 1.48380  -0.0156
6 C 2.65550 1.03488 0.21188  -0.0388
7 N -1.68322 -0.28258 -0.38148  0.0433
8 N -0.50031 -0.03132 -1.11551  -0.0499
9 N 0.40958 0.90660 -0.65708  -0.1279
10 N 1.47724 0.23902 0.13557  -0.2429
11 H -1.99259 -2.13483 -1.12012  0.1486
12 H -3.60138 -2.29435 0.82584  0.1163
13 H -4.40381 -1.42910 -0.61079  0.1159
14 H -3.87647 -0.46431 0.85989  0.1282
15 H 0.84501 -1.28944 -1.86102  0.0834
16 H 2.67582 -1.66047 -1.34324  0.0980
17 H 1.35733 -2.34715 -0.14227  0.1059
18 H -0.77490 2.71662 -0.69695  0.1134
19 H -0.48288 2.13504 1.02818  0.1002
20 H 0.67717 3.00701 -0.09578  0.1110
21 H 1.77662 -0.85579 1.85911  0.1113
22 H 0.91163 0.71520 2.06885  0.0949
23 H 0.09691 -0.68324 1.40019  0.0959
24 H 2.62683 1.92126 0.87822  0.1266
25 H 3.34827 0.20010 0.72234  0.1718
26 H 3.09378 1.17391 -0.75789  0.1037
27 H -1.92127 0.45432 0.23021  0.1346
28 H 0.83876 1.20524 -1.50809  0.1711

## Properties
- Relative energy (zero: lowest compared OMol25 entry of this formula, charge and spin): 187.2 kcal per mole
- Net charge: +2
- Kohn-Sham gap: 7.8158 eV
- E_LUMO: -8.72 eV